The following is a DFT calculation (the ωB97M-V functional and the def2-TZVPD basis) of a structure of composition C23H18As2ClFNO12S2V.

Geometry as XYZ:
```
61
Properties=species:S:1:pos:R:3:lowdin_charge:R:1
V 0.26366 -0.04218 -0.15613 0.87
O -3.76636 0.95204 0.20969 -0.38
As -3.61858 -0.81497 0.11035 1.18
O -4.52516 -1.31931 1.34137 -0.56
O -1.01443 -0.42231 1.28204 -0.32
C -1.41563 0.40490 2.24609 -0.37
C -2.06220 -0.09268 3.37767 0.01
C -2.53586 0.77395 4.34246 -0.06
C -2.38025 2.15419 4.22554 -0.09
C -1.73925 2.66803 3.11333 -0.05
C -1.27360 1.79635 2.14374 -0.22
S -0.41324 2.33774 0.73248 0.58
O -0.33591 3.75765 0.65067 -0.24
O 0.89412 1.60677 0.82106 -0.35
O -1.04321 1.63130 -0.42782 -0.38
H -3.04005 1.36557 -0.28511 -0.02
H -2.18976 -1.16350 3.46017 0.12
H -3.04169 0.36744 5.20933 0.10
H -2.75688 2.81506 4.99403 0.10
H -1.59481 3.73192 2.97771 0.11
O 2.61286 -2.86497 0.72628 -0.26
As 1.27147 -1.85891 1.25468 1.01
O 1.61093 -1.33921 2.75069 -0.45
O 0.09129 -3.26109 1.36954 -0.19
C -1.10327 -3.52838 0.83819 -0.34
C -2.07356 -4.03148 1.71680 -0.01
C -3.30178 -4.45927 1.26639 -0.08
C -3.61294 -4.41177 -0.09051 -0.11
C -2.68405 -3.89887 -0.96980 -0.11
C -1.44195 -3.44478 -0.52055 -0.24
S -0.38206 -2.74647 -1.74398 0.55
O 0.96386 -3.21750 -1.53492 -0.30
O -0.96545 -2.97115 -3.03319 -0.28
O -0.45415 -1.23357 -1.45417 -0.44
H 2.36106 -3.24526 -0.12968 0.01
H -1.80856 -4.07108 2.76509 0.12
H -4.03122 -4.82247 1.97861 0.11
H -4.57655 -4.74671 -0.44892 0.10
H -2.89740 -3.82546 -2.02705 0.11
Cl 4.21400 4.72464 -1.99099 0.66
C 2.62351 4.14039 -2.36126 -0.64
C 1.69484 4.96649 -2.96484 -0.09
C 0.44151 4.44181 -3.23070 -0.06
C 0.18023 3.12694 -2.87929 -0.14
N 1.08075 2.33760 -2.30246 0.09
C 2.28386 2.83392 -2.04332 -0.14
H 1.94841 5.98882 -3.21036 0.11
H -0.32654 5.04630 -3.69342 0.10
H -0.79617 2.68946 -3.04959 0.11
H 2.99856 2.18251 -1.55671 0.09
F 6.07588 0.06452 -2.15193 0.05
C 4.81729 -0.01724 -1.66187 -0.28
C 4.60070 0.30738 -0.33605 0.00
C 3.31164 0.21808 0.16193 -0.12
C 2.25230 -0.18852 -0.65338 -0.30
C 2.51337 -0.52103 -1.98203 -0.10
C 3.80175 -0.42298 -2.49928 0.00
H 5.42882 0.61376 0.28847 0.12
H 3.13008 0.45609 1.20330 0.11
H 1.72011 -0.84940 -2.63764 0.10
H 4.01566 -0.66911 -3.53075 0.12
```

The calculation puts the total energy at -8617.07752 a.u. As for the maximum force: 0.008 hartree/bohr. The net charge is -1. The value obtained for the molar mass is 819.76 g mol⁻¹. Its spin multiplicity is 2. The calculation puts the energy relative to the best compared isomer or geometry (same formula, charge and spin) at 28.0 kcal per mole.



The following is a DFT calculation (the ωB97M-V functional and the def2-TZVPD basis) of a structure of composition C23H18AuBr2N4O5S.

Geometry as XYZ:
```
54
Properties=species:S:1:pos:R:3:lowdin_charge:R:1
Au 0.64869 -0.22534 -0.46422 1.18
O 6.52559 1.71856 -0.57012 0.14
C 5.30929 1.22486 -0.73352 -0.29
C 5.02699 -0.12824 -0.96192 0.04
C 3.71589 -0.54034 -1.04922 -0.08
N 2.68489 0.29326 -0.91342 -0.11
C 2.95609 1.59116 -0.76202 -0.70
Br 1.45359 2.73216 -0.65612 0.89
C 4.22429 2.10996 -0.67482 -0.01
H 7.22149 1.04556 -0.59672 0.14
H 5.82479 -0.84514 -1.07382 0.13
H 3.46139 -1.57194 -1.23542 0.12
H 4.39319 3.16466 -0.54322 0.13
C -2.42911 6.22536 -0.08362 -0.03
C -2.55801 4.75616 -0.32552 -0.25
C -3.36911 3.96726 0.49068 -0.01
C -3.45171 2.59786 0.30578 -0.04
C -2.72541 2.01846 -0.71822 -0.28
C -1.91611 2.77276 -1.54542 -0.10
C -1.84191 4.14026 -1.35112 -0.05
S -2.70891 0.24016 -0.94892 0.65
O -2.30281 -0.09334 -2.27172 -0.27
O -3.87601 -0.35284 -0.37642 -0.25
N -1.36811 -0.04524 0.01808 -0.15
C -1.34241 -0.05074 1.35078 -0.43
C -2.44341 -0.18034 2.21818 0.03
C -2.19721 -0.27864 3.56988 -0.02
C -0.88421 -0.26274 4.03678 -0.02
C 0.14379 -0.09844 3.11228 -0.10
N -0.08611 0.05076 1.82948 0.06
H -3.36451 6.64396 0.28278 0.09
H -2.13431 6.74106 -0.99492 0.08
H -1.66201 6.40716 0.67168 0.09
H -3.93881 4.43176 1.28028 0.12
H -4.09091 1.99506 0.93058 0.11
H -1.37601 2.27656 -2.33612 0.11
H -1.21931 4.73566 -2.00032 0.12
H -3.43161 -0.28154 1.80368 0.10
H -3.01831 -0.38794 4.26358 0.12
H -0.66371 -0.34784 5.08938 0.11
H 1.17769 -0.03074 3.42108 0.12
Br 0.38549 -7.27714 -3.70832 0.76
C 0.40039 -6.45104 -2.01052 -0.65
C 0.41629 -7.22354 -0.84822 -0.17
N 0.42469 -6.65734 0.33278 0.08
C 0.43039 -5.35624 0.49128 -0.08
C 0.43429 -4.51334 -0.61852 -0.11
C 0.40759 -5.06574 -1.88842 -0.05
C 0.46929 -3.01014 -0.40712 -0.64
O 0.10569 -2.55844 0.67258 0.02
O 0.91879 -2.34974 -1.37032 -0.02
H 0.41759 -8.30514 -0.87732 0.11
H 0.43179 -4.96994 1.49998 0.12
H 0.39009 -4.42104 -2.75592 0.12
```

The calculation puts the total energy at -7164.06776 a.u. As for the maximum force: 0.056 hartree/bohr. The net charge is +1. The value obtained for the molar mass is 819.26 g mol⁻¹.



The following is a DFT calculation (the ωB97M-V functional and the def2-TZVPD basis) of a structure of composition C23H18BBrGdN12O4.

Geometry as XYZ:
```
60
Properties=species:S:1:pos:R:3:lowdin_charge:R:1
Gd 0.03109 -0.05613 0.53300 1.67
C 3.65067 0.85642 -2.17898 -0.03
C 2.85648 -0.01226 -1.43660 -0.15
N 1.95147 0.66600 -0.73127 -0.11
N 2.13963 1.97528 -1.01325 0.01
C 3.15464 2.10892 -1.88443 -0.05
B 1.19608 3.11209 -0.49251 -0.64
N 1.04064 3.02459 1.05347 0.01
C 1.50174 3.82555 2.03124 -0.08
C 1.01398 3.37031 3.23954 -0.05
C 0.25492 2.25240 2.91545 -0.14
N 0.26937 2.04306 1.59851 -0.09
N -0.19623 2.85324 -1.13175 0.00
C -1.03202 3.73515 -1.70938 -0.07
C -2.07285 3.03580 -2.28078 -0.03
C -1.79944 1.70310 -1.97278 -0.13
N -0.67522 1.59621 -1.27206 -0.03
N 1.73105 4.43271 -1.04210 -0.02
C 1.68298 4.78055 -2.35938 -0.13
C 2.34614 5.96866 -2.51466 -0.06
C 2.77813 6.29019 -1.21547 -0.15
N 2.41705 5.36549 -0.34769 0.07
H 4.46685 0.60397 -2.83250 0.10
H 2.92469 -1.08325 -1.35560 0.09
H 3.47588 3.07307 -2.23762 0.12
H 2.13208 4.65866 1.79167 0.10
H 1.18555 3.79018 4.21480 0.10
H -0.31070 1.60648 3.56883 0.12
H -0.83746 4.79346 -1.69254 0.13
H -2.91018 3.42726 -2.83121 0.10
H -2.36991 0.82972 -2.23808 0.11
H 1.20144 4.14906 -3.08806 0.13
H 2.49130 6.53082 -3.42101 0.09
H 3.34382 7.14579 -0.88255 0.10
Br 3.70793 1.08500 2.04505 0.87
C 2.87970 -0.36049 2.94630 -0.70
C 3.60770 -1.02786 3.91414 -0.10
C 2.99002 -2.06720 4.58863 -0.03
C 1.67950 -2.37597 4.27880 0.01
C 1.03676 -1.63937 3.30224 -0.19
N 1.62235 -0.63876 2.62198 0.00
C -0.41337 -1.97487 2.94671 -0.59
O -0.92150 -2.94137 3.47363 0.09
O -0.94206 -1.16981 2.09528 -0.20
H 4.62424 -0.73261 4.12462 0.10
H 3.53438 -2.61654 5.34523 0.12
H 1.12792 -3.17216 4.75711 0.13
C -4.33484 -1.57705 -0.54270 0.05
C -2.90192 -1.17688 -0.40246 -0.52
O -2.50367 -0.16023 0.12846 0.00
H -4.98190 -0.75892 -0.24341 0.10
H -4.51424 -2.44008 0.09943 0.11
H -4.53739 -1.88090 -1.56820 0.10
O -2.10552 -2.09495 -0.96048 0.00
N -0.71870 -1.84405 -0.82338 -0.07
C -0.09990 -2.96598 -0.34240 -0.32
C -0.70517 -4.23583 -0.25741 -0.18
N -1.22516 -5.26392 -0.19902 0.17
C 1.19761 -2.72394 0.12806 -0.22
N 2.24591 -2.40242 0.50753 0.21
```

The calculation puts the total energy at -5209.91761 a.u. As for the maximum force: 0.018 hartree/bohr. The value obtained for the molar mass is 774.44 g mol⁻¹. Its spin multiplicity is 7.



The following is a DFT calculation (the ωB97M-V functional and the def2-TZVPD basis) of a structure of composition C23H18BF6MnN9O4S2.

Geometry as XYZ:
```
64
Properties=species:S:1:pos:R:3:lowdin_charge:R:1
Mn -0.46753 0.56209 -0.06774 1.01
C 2.97352 0.92020 2.64955 -0.04
C 2.05045 0.12561 1.97035 -0.14
N 1.10821 0.88255 1.41148 -0.02
N 1.42884 2.16717 1.68559 -0.01
C 2.53665 2.21360 2.44101 -0.04
B 0.53302 3.29220 1.13106 -0.47
N 0.59847 3.27692 -0.40986 0.00
C 1.11363 4.17087 -1.26146 -0.03
C 0.95471 3.70460 -2.55429 -0.02
C 0.31227 2.48335 -2.40903 -0.12
N 0.08511 2.24192 -1.11519 -0.03
N -0.94097 2.92372 1.49212 0.01
C -1.81190 3.52501 2.29929 -0.03
C -3.01195 2.82071 2.27982 -0.02
C -2.77871 1.75360 1.43059 -0.10
N -1.53833 1.85083 0.94401 -0.07
H 3.84419 0.59436 3.19684 0.11
H 2.02033 -0.95085 1.87036 0.13
H 2.94614 3.16017 2.76538 0.14
H 0.82663 4.36354 1.58226 0.13
H 1.56748 5.07995 -0.89198 0.14
H 1.26372 4.17989 -3.47124 0.11
H 0.01679 1.77480 -3.16927 0.11
H -1.53918 4.42919 2.82298 0.14
H -3.91809 3.04911 2.81585 0.11
H -3.43064 0.95336 1.11888 0.12
C -0.91647 -2.05428 3.58251 -0.01
C -0.80756 -0.90989 2.78511 -0.10
N -1.16593 -0.90173 1.51723 0.07
C -1.69347 -2.02194 0.97876 -0.14
C -1.80724 -3.21787 1.67861 -0.12
C -1.38969 -3.21337 3.02056 0.03
C -2.33736 -4.37936 1.01177 0.01
C -2.76508 -4.30380 -0.26139 0.01
C -2.73295 -3.05578 -0.97629 -0.12
C -3.24284 -2.90206 -2.27804 0.03
C -3.22570 -1.66830 -2.86914 -0.02
C -2.67592 -0.59352 -2.16750 -0.10
N -2.17281 -0.71238 -0.94966 0.06
C -2.20327 -1.92751 -0.36086 -0.16
H -0.60344 -2.01525 4.61753 0.12
H -0.40104 0.01134 3.18296 0.12
H -1.46375 -4.12331 3.60558 0.13
H -2.38960 -5.31152 1.56008 0.13
H -3.15871 -5.17745 -0.76611 0.13
H -3.64199 -3.76518 -2.80002 0.13
H -3.61745 -1.51176 -3.86534 0.12
H -2.66615 0.39845 -2.60417 0.13
F 0.12364 -0.57066 -3.54560 0.12
C 0.90355 -1.65052 -3.37871 -0.66
F 0.21845 -2.74088 -3.67813 0.16
F 1.96056 -1.54533 -4.14989 0.18
S 1.45385 -1.78056 -1.59586 0.66
O 0.59705 -0.74826 -0.92988 -0.42
O 1.13845 -3.09976 -1.15893 -0.24
N 2.95972 -1.49241 -1.58568 -0.27
S 3.64105 -0.07004 -1.97201 0.64
O 4.46330 -0.21833 -3.12572 -0.24
O 2.69922 1.01340 -1.88076 -0.29
C 4.83007 0.13219 -0.54965 -0.67
F 4.60778 -0.76807 0.40744 0.13
F 6.06070 -0.00878 -1.00104 0.17
F 4.67820 1.35602 -0.05511 0.14
```

The calculation puts the total energy at -4252.39460 a.u. As for the maximum force: 0.017 hartree/bohr. The net charge is +1. The value obtained for the molar mass is 728.33 g mol⁻¹. Its spin multiplicity is 5.